77
Properties=species:S:1:pos:R:3:mulliken_charge:R:1 method="wB97M-V/def2-TZVPD" lumo_ev=-0.54 energy_ha=-4522.6019 orbital_gap_ev=7.39 homo_energy_ev=-7.93 total_charge=0 spin_multiplicity=1 relative_energy_kcal_mol=3.4
H 0.9840 2.4958 -2.8553 0.358
C 1.5979 4.6807 -0.9129 -1.161
H 0.1414 -7.3393 -3.4519 0.503
H 2.2770 4.1968 3.7040 0.384
La -0.6870 -0.1026 0.0963 0.008
C -0.9467 -2.4944 -1.4281 0.918
Cl 1.1914 -2.3050 1.3170 -0.138
C -1.7435 -1.5431 4.6740 -0.354
C 3.4237 1.6629 -0.0457 -0.492
H -0.6456 3.1732 -2.8970 0.457
C 2.0697 1.2870 -0.1000 -1.375
C -3.2391 1.8347 -1.5105 -0.166
C -1.2337 -6.1664 -2.2643 -0.627
C 3.9849 -0.1799 -1.4783 -0.978
H -2.3614 -4.7478 -1.1021 0.487
Cl 1.4911 -3.8351 4.0576 -0.194
Cl -0.5420 -3.2708 6.3741 -0.194
Cl -3.1939 0.2121 3.1831 -0.221
C 0.2078 -2.7144 3.8423 -0.386
C 2.6494 -0.5142 -1.4808 -0.212
H -1.6747 4.7548 -0.7246 0.425
C -1.1878 4.1592 0.0524 -1.040
N 1.9478 -5.4994 -4.0952 1.060
H -1.9030 -6.9918 -2.0634 0.408
H 2.9193 0.7161 2.7149 0.320
Cl -2.8653 -1.2383 5.9424 -0.194
C 0.7287 -5.2920 -3.2740 0.002
C -1.8447 -0.9015 3.4424 1.392
H 2.2762 -1.3690 -2.0327 0.150
H 5.4108 1.2295 -0.6929 0.477
C -3.8520 -0.8756 -1.6139 -0.116
H 1.2083 5.3963 -1.6433 0.377
C -0.6524 -3.8430 -2.0034 0.567
C 4.3700 0.9318 -0.7295 -0.742
C 0.0318 -2.0243 2.6497 1.121
C -3.0884 1.1304 -2.6984 -0.558
O -0.4416 -1.4637 -1.9712 -0.854
H -3.8447 1.7314 0.5540 0.364
C -1.5015 -4.9115 -1.7374 -0.565
H 1.8109 4.9181 2.1712 0.317
H -3.2692 -0.7700 -3.6741 0.382
H 3.2675 3.9304 2.2744 0.348
C 2.0338 1.0865 3.2374 -0.903
C -3.9985 -0.1783 -0.4203 -0.322
N 1.7361 0.1863 -0.8049 0.694
H -0.3606 1.5273 -2.3461 0.026
H -0.3914 2.6048 4.2209 0.380
O -1.6609 -2.4171 -0.3968 -0.716
H -2.7175 1.6347 -3.5806 0.408
C 2.2370 4.0214 2.6242 -1.219
H -3.0049 2.8890 -1.4704 0.539
H 2.3518 1.4287 4.2255 0.470
C -3.4004 -0.2219 -2.7505 -0.307
C -0.9615 -1.1114 2.4083 -1.969
H -4.0656 -1.9348 -1.6436 0.358
H -1.9303 3.4776 0.4735 0.137
H 2.5321 4.2812 -1.3165 0.318
C -0.4553 2.8399 3.1551 -0.760
C 0.4764 -4.0259 -2.7884 -0.343
C -3.7048 1.1816 -0.3697 -0.749
H 1.1354 -3.2053 -3.0248 0.481
H 1.8359 5.2296 -0.0027 0.305
H -0.7342 3.8925 3.0713 0.353
H 3.7049 2.5409 0.5200 0.370
O 2.6841 -4.5486 -4.2549 -0.608
Si 0.3550 3.3066 -0.6097 0.341
H -1.2887 2.2540 2.7586 -0.072
C 0.0353 2.5481 -2.3131 -0.756
H 4.6971 -0.7689 -2.0377 0.490
C -0.7013 -2.4555 4.8685 0.732
Si 1.1890 2.4853 2.3101 0.192
O 2.1464 -6.6131 -4.5314 -0.627
C -0.1013 -6.3722 -3.0391 -0.597
H 1.3619 0.2376 3.3889 0.102
C 0.9331 1.9980 0.5426 2.355
H -4.3293 -0.6937 0.4728 0.296
H -0.9102 4.8470 0.8550 0.347